This record from OMol25 describes a cluster of 2 separate species, C3H3Cl4NO in total at a distorted geometry. The level of theory is wB97M-V/def2-TZVPD.

Output
- HOMO-LUMO gap (alpha / beta): 6.77 / 8.32 eV

Atoms and positions in Å:
C  -2.139  0.239  0.228
C  -0.864  -1.903  -0.180
C  2.168  0.837  0.072
N  -1.407  -0.537  -0.257
O  -2.849  1.104  0.513
Cl  3.844  0.636  0.083
Cl  1.426  1.826  1.127
Cl  1.344  0.458  -1.358
Cl  0.977  4.109  0.439
H  0.213  -2.004  -0.123
H  -1.399  -2.322  0.576
H  -1.313  -2.443  -1.120

In elementary charge units, the Löwdin charges are:
1. C -0.393
2. C -0.075
3. C -1.673
4. N 0.046
5. O 0.155
6. Cl 0.643
7. Cl 0.587
8. Cl 0.662
9. Cl -0.168
10. H 0.056
11. H 0.036
12. H 0.123

---

This record from OMol25 describes a cluster of 2 separate species, C4H7NO2 in total at a distorted geometry. The level of theory is wB97M-V/def2-TZVPD.

Output
- Relative energy (zero: lowest compared OMol25 entry of this formula, charge and spin): 591.04 kJ/mol
- HOMO-LUMO gap: 9.92 eV
- Structure (SMILES): C=C=NOC.C=O

Atoms and positions in Å:
C  -1.822  -1.424  0.644
C  -1.060  -0.572  -0.015
C  -0.152  2.782  0.812
C  1.628  -1.281  -1.055
N  -0.351  0.210  -0.616
O  -0.417  1.848  1.538
O  0.966  -0.009  -1.011
H  -2.041  -1.108  1.698
H  -2.146  -2.313  0.113
H  0.517  2.635  0.016
H  -0.537  3.883  1.092
H  2.380  -1.294  -0.209
H  2.122  -1.227  -2.082
H  0.914  -2.130  -0.924

In elementary charge units, the Löwdin charges are:
1. C 0.025
2. C -0.198
3. C -0.132
4. C -0.078
5. N 0.040
6. O -0.038
7. O -0.199
8. H 0.080
9. H 0.054
10. H 0.045
11. H 0.115
12. H 0.095
13. H 0.106
14. H 0.084

---

This record from OMol25 describes a structure of composition C30H46O2OsP2 at a distorted geometry. The level of theory is wB97M-V/def2-TZVPD.

Output
- Multiplicity: 5
- Relative energy (zero: lowest compared OMol25 entry of this formula, charge and spin): 0.00 kJ/mol
- HOMO-LUMO gap (alpha / beta): 5.60 / 6.42 eV
- ⟨S²⟩: 6.0129
- Total charge: +2

Atoms and positions in Å:
Os  1.539  0.768  0.047
C  0.783  -0.308  1.633
C  1.777  0.630  2.081
C  0.063  1.824  1.060
C  -0.290  0.436  1.042
C  1.327  1.949  1.731
C  0.686  -1.744  2.059
H  1.661  -2.231  1.980
H  -0.027  -2.263  1.411
H  0.324  -1.831  3.095
C  -1.651  -0.121  0.757
H  -2.017  -0.752  1.580
H  -1.635  -0.726  -0.158
H  -2.363  0.695  0.612
C  -0.856  2.934  0.649
H  -1.835  2.828  1.136
H  -1.016  2.893  -0.437
H  -0.419  3.902  0.911
C  1.970  3.254  2.086
H  1.246  3.898  2.600
H  2.302  3.787  1.185
H  2.838  3.087  2.729
C  2.987  0.285  2.895
H  2.834  0.511  3.959
H  3.856  0.852  2.551
H  3.216  -0.778  2.794
C  1.355  -3.226  -3.241
C  1.464  -3.809  -2.022
C  1.621  -2.946  -0.801
C  2.888  -2.112  -1.053
C  2.681  -0.647  -1.161
C  2.087  0.077  -2.340
C  1.896  -0.792  -3.559
C  0.804  -1.841  -3.291
H  1.737  -3.507  0.144
H  3.357  -2.459  -1.985
H  0.724  -2.303  -0.695
H  0.033  -1.745  -4.070
H  1.503  -3.697  -4.226
H  1.422  -4.896  -1.873
H  0.332  -1.561  -2.337
H  -0.870  1.096  -3.400
H  1.156  0.685  -2.070
H  1.588  -0.210  -4.442
H  3.669  -2.324  -0.297
H  3.463  -0.097  -0.583
P  3.680  -1.141  -3.806
C  3.516  -1.839  -5.456
C  5.227  -1.924  -3.191
P  3.365  1.453  -2.390
C  4.032  0.638  -3.916
C  4.930  1.702  -1.486
C  2.852  3.084  -2.919
H  2.949  -1.123  -6.068
H  2.982  -2.801  -5.414
H  4.518  -1.983  -5.866
H  5.867  -2.019  -4.079
H  5.098  -2.943  -2.795
H  5.765  -1.324  -2.442
H  3.429  3.354  -3.818
H  3.078  3.802  -2.118
H  1.780  3.122  -3.155
H  3.443  1.017  -4.760
H  5.088  0.844  -4.117
H  4.825  2.586  -0.842
H  5.737  1.909  -2.212
H  5.243  0.845  -0.869
O  -1.655  1.416  -2.929
C  -2.372  0.334  -2.502
O  -1.936  -0.817  -2.499
C  -3.679  0.776  -1.996
C  -3.832  2.137  -1.712
C  -5.019  2.605  -1.140
C  -6.066  1.717  -0.862
C  -5.907  0.350  -1.138
C  -4.716  -0.122  -1.694
H  -3.019  2.820  -1.951
H  -5.116  3.672  -0.935
H  -7.006  2.087  -0.438
H  -6.724  -0.341  -0.925
H  -4.561  -1.176  -1.910

In elementary charge units, the Löwdin charges are:
1. Os 1.502
2. C -0.361
3. C -0.368
4. C -0.361
5. C -0.331
6. C -0.365
7. C -0.006
8. H 0.077
9. H 0.081
10. H 0.117
11. C 0.013
12. H 0.110
13. H 0.075
14. H 0.082
15. C 0.000
16. H 0.103
17. H 0.076
18. H 0.087
19. C -0.009
20. H 0.102
21. H 0.084
22. H 0.088
23. C -0.007
24. H 0.110
25. H 0.084
26. H 0.082
27. C -0.111
28. C -0.053
29. C -0.169
30. C -0.219
31. C -0.411
32. C -0.554
33. C -0.340
34. C -0.162
35. H 0.117
36. H 0.031
37. H 0.102
38. H 0.135
39. H 0.110
40. H 0.125
41. H 0.089
42. H 0.110
43. H 0.060
44. H 0.137
45. H 0.141
46. H 0.040
47. P 0.959
48. C -0.154
49. C -0.131
50. P 0.839
51. C -0.338
52. C -0.180
53. C -0.182
54. H 0.079
55. H 0.067
56. H 0.066
57. H 0.076
58. H 0.081
59. H 0.074
60. H 0.074
61. H 0.065
62. H 0.067
63. H 0.087
64. H 0.084
65. H 0.063
66. H 0.074
67. H 0.059
68. O 0.072
69. C -0.446
70. O 0.071
71. C -0.167
72. C -0.031
73. C -0.054
74. C -0.048
75. C -0.051
76. C 0.000
77. H 0.110
78. H 0.113
79. H 0.119
80. H 0.115
81. H 0.124

---

This record from OMol25 describes a structure of composition C18H19BN6Sn at a distorted geometry. The level of theory is wB97M-V/def2-TZVPD.

Output
- HOMO-LUMO gap (alpha / beta): 5.57 / 5.95 eV
- Total charge: +4

Atoms and positions in Å:
C  0.441  -2.612  -0.465
N  0.518  -1.330  -0.897
N  1.547  -1.204  -1.773
C  2.125  -2.410  -1.912
C  1.459  -3.333  -1.104
B  2.008  0.151  -2.416
N  0.791  0.840  -3.086
N  -0.392  0.982  -2.436
C  -1.250  1.631  -3.270
C  -0.580  1.905  -4.474
C  0.701  1.386  -4.316
Sn  -0.515  0.101  -0.484
N  2.668  1.084  -1.371
N  2.001  1.500  -0.255
C  2.904  2.221  0.458
C  4.160  2.267  -0.219
C  3.951  1.526  -1.382
H  2.624  2.669  1.393
H  4.613  1.288  -2.206
H  5.063  2.770  0.090
H  2.822  -0.129  -3.262
H  1.557  1.362  -4.984
H  2.973  -2.521  -2.577
H  -0.985  2.409  -5.351
H  1.677  -4.390  -0.992
H  -2.258  1.834  -2.960
H  -0.315  -2.903  0.240
H  -0.147  1.913  0.094
C  -1.359  1.928  0.164
H  -1.718  2.447  -0.620
H  -2.033  0.677  -0.053
H  -1.639  1.924  1.123
C  0.069  -0.198  1.492
C  -0.524  -0.585  2.532
C  -1.623  -0.963  3.306
C  -1.562  -1.350  4.658
C  -2.725  -1.704  5.338
C  -3.968  -1.678  4.695
C  -4.045  -1.299  3.357
C  -2.894  -0.949  2.673
H  -0.599  -1.371  5.167
H  -2.681  -2.002  6.386
H  -4.878  -1.952  5.226
H  -5.008  -1.276  2.846
H  -2.974  -0.656  1.626

In elementary charge units, the Löwdin charges are:
1. C -0.014
2. N -0.226
3. N 0.024
4. C 0.064
5. C 0.074
6. B -0.449
7. N -0.019
8. N -0.100
9. C -0.031
10. C 0.055
11. C 0.047
12. Sn 1.322
13. N 0.020
14. N 0.082
15. C 0.037
16. C 0.185
17. C 0.105
18. H 0.147
19. H 0.175
20. H 0.168
21. H 0.153
22. H 0.167
23. H 0.169
24. H 0.150
25. H 0.151
26. H 0.136
27. H 0.138
28. H 0.102
29. C 0.102
30. H 0.045
31. H 0.140
32. H 0.052
33. C -0.042
34. C 0.034
35. C -0.177
36. C 0.068
37. C 0.060
38. C 0.101
39. C 0.034
40. C 0.019
41. H 0.154
42. H 0.157
43. H 0.165
44. H 0.152
45. H 0.105

---

This record from OMol25 describes a structure of composition H12O20S2V3 at a distorted geometry. The level of theory is wB97M-V/def2-TZVPD.

Output
- Relative energy (zero: lowest compared OMol25 entry of this formula, charge and spin): 0.00 kJ/mol
- HOMO-LUMO gap: 7.72 eV
- Total charge: -1

Atoms and positions in Å:
O  -2.848  -2.251  0.783
V  -1.865  -2.347  -0.464
O  -2.726  -2.099  -1.767
O  3.785  -0.633  1.064
V  3.036  -0.478  -0.349
O  3.655  0.725  -1.187
O  0.085  1.961  -3.957
V  0.613  0.449  -3.697
O  2.256  0.551  -3.841
S  1.074  -2.544  -2.340
O  1.498  -3.887  -2.752
O  2.052  -1.841  -1.500
O  0.765  -1.752  -3.508
O  -0.147  -2.669  -1.522
S  0.108  0.586  -0.143
O  1.334  0.459  0.653
O  -0.837  -0.513  0.154
O  -0.623  1.793  0.217
O  0.465  0.700  -1.564
O  0.833  3.067  1.938
H  0.141  2.807  1.330
H  1.552  2.462  1.756
O  0.210  3.962  -1.341
H  -0.565  3.635  -0.884
H  0.799  3.209  -1.383
O  0.742  -1.223  2.889
H  0.893  -0.841  3.754
H  0.421  -0.495  2.357
O  -0.415  -3.125  1.513
H  0.012  -2.448  2.038
H  0.022  -3.938  1.767
O  -3.004  2.596  0.968
H  -2.180  2.400  0.522
H  -3.152  1.843  1.539
O  -3.012  0.132  2.293
H  -2.589  -0.224  3.075
H  -2.387  -0.032  1.587

In elementary charge units, the Löwdin charges are:
1. O -0.314
2. V 1.012
3. O -0.298
4. O -0.328
5. V 1.004
6. O -0.290
7. O -0.301
8. V 1.093
9. O -0.287
10. S 0.327
11. O -0.290
12. O -0.385
13. O -0.365
14. O -0.412
15. S 0.394
16. O -0.339
17. O -0.349
18. O -0.327
19. O -0.362
20. O -0.063
21. H -0.035
22. H 0.007
23. O -0.047
24. H 0.014
25. H 0.007
26. O -0.021
27. H 0.075
28. H 0.024
29. O -0.064
30. H -0.020
31. H 0.064
32. O -0.071
33. H -0.037
34. H -0.022
35. O -0.041
36. H 0.051
37. H -0.006